Entry from the Open Molecules 2025 dataset: a structure of composition C30H36BaN3O4 (the ωB97M-V functional and the def2-TZVPD basis).

Structure (ORCA input):
```
! RIJCOSX wB97M-V def2-TZVPD def2/J DEFGRID3
* xyz -1 1
C -1.727 1.681 -0.282
C -0.897 1.809 -1.418
C -1.072 0.664 -2.231
H -0.249 2.655 -1.643
C -2.067 -0.154 -1.622
C -2.467 0.475 -0.409
H -2.486 -1.065 -2.052
C 2.149 0.980 1.601
C 1.836 1.928 0.594
C 2.269 1.419 -0.654
H 1.374 2.904 0.753
C 2.816 0.120 -0.432
C 2.778 -0.134 0.979
H -0.573 0.476 -3.180
H -3.226 0.117 0.291
H -1.791 2.395 0.537
H 3.232 -0.997 1.477
H 2.237 1.933 -1.621
H 1.991 1.114 2.672
Ba -0.010 -1.027 0.404
C 3.353 -0.827 -1.484
C 4.570 -1.577 -0.924
C 3.736 -0.081 -2.770
H 5.337 -0.857 -0.611
H 4.967 -2.236 -1.701
H 4.294 -2.197 -0.061
H 4.478 0.694 -2.544
H 2.865 0.387 -3.246
H 4.173 -0.793 -3.479
C 2.229 -1.861 -1.805
C 2.565 -2.952 -2.829
H 1.334 -1.327 -2.179
H 1.973 -2.420 -0.873
O 3.704 -3.306 -3.120
N 1.507 -3.575 -3.445
C 0.073 -3.282 -3.416
H 1.779 -4.397 -3.973
C -0.356 -2.242 -4.437
C -1.713 -1.924 -4.579
H -2.450 -2.475 -3.987
C -2.113 -0.920 -5.463
H -3.169 -0.650 -5.531
C -1.163 -0.269 -6.261
H -1.478 0.502 -6.966
C 0.186 -0.617 -6.159
H 0.942 -0.134 -6.779
C 0.587 -1.610 -5.253
H 1.635 -1.911 -5.190
H -0.255 -2.984 -2.402
H -0.441 -4.230 -3.640
C -3.825 2.777 3.942
C -3.433 1.500 4.655
C -1.917 1.119 4.754
C -1.115 1.998 5.767
C -1.096 3.491 5.542
C -1.906 -0.292 5.372
O -2.372 -0.527 6.482
N -1.340 -1.321 4.640
C -0.873 -1.240 3.340
O -0.439 -2.260 2.752
N -0.910 -0.026 2.739
C -1.242 1.135 3.359
O -1.012 2.211 2.779
H -3.389 3.659 4.414
H -4.916 2.870 3.986
H -3.530 2.755 2.888
H -3.819 1.515 5.686
H -3.943 0.662 4.151
H -1.514 1.790 6.773
H -0.080 1.617 5.761
H -2.068 3.935 5.768
H -0.360 3.934 6.221
H -0.813 3.716 4.509
H -1.354 -2.242 5.066
*
```

## Properties
frontier orbital gap = 5.611 eV

Here are the Mulliken charges for atoms 1 to 4, given in e: 0.51, -1.22, 0.64, 0.45

Entry from the Open Molecules 2025 dataset: a structure of composition C30H36BrMnN3O3PS (the ωB97M-V functional and the def2-TZVPD basis).

Structure (ORCA input):
```
! RIJCOSX wB97M-V def2-TZVPD def2/J DEFGRID3
* xyz 2 5
Mn 2.509 -0.879 0.437
C -2.400 -3.700 -0.053
C -1.264 -3.238 0.812
C -1.218 -3.507 2.179
C -0.153 -3.074 2.952
C 0.843 -2.381 2.300
Br 2.340 -1.667 3.218
N 0.840 -2.116 1.004
C -0.204 -2.526 0.275
H -3.320 -3.789 0.524
H -2.185 -4.680 -0.481
H -2.575 -3.010 -0.878
H -2.028 -4.054 2.647
H -0.104 -3.257 4.015
H -0.186 -2.248 -0.772
O 1.939 1.266 1.202
S 0.644 1.101 0.525
O -0.406 0.543 1.350
O 0.891 0.300 -0.701
C 0.058 2.689 0.029
C 0.907 3.781 0.034
C 0.423 5.020 -0.367
C -0.894 5.159 -0.777
C -1.745 4.062 -0.783
C -1.277 2.821 -0.361
P -2.419 1.426 -0.360
C -3.446 1.385 1.065
C -3.102 2.146 2.191
C -3.888 2.077 3.324
C -4.999 1.241 3.351
C -5.327 0.461 2.247
C -4.550 0.520 1.106
C -3.318 1.388 -1.894
C -2.591 1.059 -3.044
C -3.221 1.065 -4.275
C -4.568 1.397 -4.363
C -5.290 1.727 -3.223
C -4.674 1.721 -1.983
H 1.930 3.664 0.362
H 1.079 5.880 -0.358
H -1.266 6.124 -1.090
H -2.771 4.178 -1.108
H -2.232 2.788 2.168
H -3.639 2.675 4.190
H -5.613 1.194 4.240
H -6.188 -0.192 2.280
H -4.796 -0.096 0.250
H -1.539 0.808 -2.968
H -2.665 0.813 -5.168
H -5.058 1.403 -5.327
H -6.334 1.997 -3.301
H -5.235 1.993 -1.099
C 4.362 1.219 -0.780
N 4.451 0.024 0.087
C 4.987 0.432 1.407
C 5.347 -0.979 -0.535
C 5.008 -2.373 -0.051
N 3.578 -2.684 -0.271
C 3.284 -3.995 0.337
C 3.261 -2.744 -1.714
H 5.357 1.640 -0.950
H 3.734 1.962 -0.298
H 3.922 0.949 -1.740
H 5.942 0.951 1.281
H 5.150 -0.444 2.033
H 4.279 1.096 1.897
H 6.391 -0.747 -0.309
H 5.236 -0.914 -1.617
H 5.201 -2.466 1.019
H 5.639 -3.110 -0.561
H 3.900 -4.775 -0.122
H 2.237 -4.247 0.192
H 3.500 -3.961 1.404
H 3.973 -3.382 -2.248
H 3.278 -1.751 -2.165
H 2.263 -3.159 -1.841
*
```

## Properties
frontier orbital gap (alpha / beta) = 8.656 / 6.436 eV
<S²> = 6.030

Here are the natural (NBO) charges for atoms 1 to 4, given in e: 1.17, -0.64, -0.02, -0.12

Entry from the Open Molecules 2025 dataset: a structure of composition C30H36CoOPSb2Se4 (the ωB97M-V functional and the def2-TZVPD basis).

Structure (ORCA input):
```
! RIJCOSX wB97M-V def2-TZVPD def2/J DEFGRID3
* xyz -1 4
Co 0.189 -0.070 0.545
C 1.163 1.141 3.552
C 1.506 1.077 2.089
C 2.461 0.151 1.628
C 3.035 0.277 0.371
C 4.109 -0.673 -0.078
C 2.640 1.336 -0.451
C 1.623 2.203 -0.076
C 1.199 3.343 -0.947
C 1.040 2.049 1.197
H 2.030 1.512 4.104
H 0.912 0.160 3.958
H 0.336 1.824 3.736
H 2.810 -0.626 2.300
H 5.017 -0.124 -0.333
H 3.791 -1.218 -0.967
H 4.340 -1.402 0.699
H 3.137 1.482 -1.402
H 1.787 4.232 -0.701
H 0.148 3.598 -0.791
H 1.334 3.122 -2.004
H 0.325 2.794 1.529
Se -1.134 2.845 -4.170
Sb -2.679 2.341 -2.310
Se -3.132 -0.689 -1.264
Se -1.393 0.627 -0.741
Se -2.719 4.304 -0.813
C -0.805 -2.263 4.073
Sb -1.266 -1.299 2.202
C -2.354 0.351 3.060
C -3.044 -2.471 1.881
H -1.634 -2.125 4.767
H 0.104 -1.869 4.525
H -0.667 -3.331 3.895
H -3.192 -0.039 3.638
H -2.728 0.983 2.255
H -1.713 0.947 3.708
H -3.376 -2.836 2.855
H -2.854 -3.308 1.212
H -3.803 -1.837 1.432
O 0.805 -1.556 -0.903
P 0.969 -1.989 -2.323
C 1.800 -0.763 -3.359
C 3.038 -0.993 -3.956
C 3.619 -0.001 -4.731
C 2.963 1.207 -4.932
C 1.726 1.436 -4.347
C 1.156 0.459 -3.545
C -0.565 -2.443 -3.163
C -1.171 -1.659 -4.139
C -2.356 -2.084 -4.720
C -2.928 -3.288 -4.344
C -2.327 -4.070 -3.367
C -1.151 -3.647 -2.775
C 1.957 -3.508 -2.351
C 2.475 -3.983 -1.153
C 3.193 -5.171 -1.132
C 3.392 -5.878 -2.309
C 2.873 -5.407 -3.509
C 2.151 -4.225 -3.530
H 3.549 -1.937 -3.810
H 4.590 -0.176 -5.179
H 3.424 1.970 -5.547
H 1.181 2.359 -4.501
H 0.203 0.657 -3.060
H -0.742 -0.717 -4.450
H -2.834 -1.457 -5.462
H -3.849 -3.613 -4.811
H -2.786 -4.999 -3.054
H -0.676 -4.244 -2.005
H 2.296 -3.416 -0.247
H 3.595 -5.553 -0.202
H 3.954 -6.804 -2.290
H 3.028 -5.968 -4.422
H 1.726 -3.857 -4.457
*
```

## Properties
frontier orbital gap (alpha / beta) = 5.462 / 4.359 eV
<S²> = 3.801
ΔE to the lowest compared entry with this formula, charge and spin = 3.159 eV

Here are the Mulliken charges for atoms 1 to 4, given in e: 0.68, -1.06, -0.25, -0.93

It is found that the calculated total energy values, taken in the order of the records, are -1655.67266; -6018.83090; -13050.45877 Eh.